# 1
ORCA calculation (wB97M-V/def2-TZVPD) on 15 unconnected molecules or ions with the total composition C50H135N5O15 at a distorted geometry.

Geometry as XYZ:
```
205
C50H135N5O15 (wB97M-V/def2-TZVPD)
C 0.91118 -3.53167 2.64210
C -0.36126 -4.12762 2.10298
C -0.25460 -5.62623 1.72977
O 0.30404 -5.80256 0.48891
C 0.96848 -6.99623 0.29438
N -1.44835 -3.95759 3.02456
H 1.82925 -3.68742 2.08134
H 1.15232 -4.01839 3.61018
H 0.81882 -2.44453 2.74780
H -0.54566 -3.66425 1.12924
H -1.22767 -6.07289 1.75310
H 0.29453 -6.04708 2.58463
H 1.22630 -7.03272 -0.72074
H 0.38849 -7.87496 0.55357
H 1.85386 -6.94195 0.91252
H -1.33666 -3.01577 3.39062
H -2.38794 -4.09887 2.70224
C 6.72284 1.87011 -1.70486
C 7.36920 2.22098 -3.05085
C 7.38398 3.75732 -3.21753
O 6.05207 4.09088 -3.34273
C 6.04553 5.45753 -3.83597
N 8.68258 1.53404 -3.16891
H 7.23798 2.45696 -0.95571
H 6.84531 0.78122 -1.48854
H 5.67142 2.10672 -1.55400
H 6.84234 1.80526 -3.91342
H 7.96008 3.94997 -4.11621
H 7.76517 4.31354 -2.34687
H 6.19409 5.55617 -4.91242
H 6.78569 6.03662 -3.26891
H 5.04528 5.84867 -3.68467
H 9.34750 1.88374 -2.41672
H 9.16481 1.65724 -4.06366
C 4.97490 0.76158 4.55817
C 4.58140 0.63311 3.09212
C 5.15345 1.68294 2.18258
O 4.66732 2.94230 2.64406
C 5.13824 4.14045 2.00352
N 4.79297 -0.67339 2.58276
H 4.91819 1.77192 4.82370
H 6.02614 0.48492 4.66674
H 4.36105 0.08994 5.15724
H 3.47189 0.85539 3.02429
H 4.82894 1.35821 1.20563
H 6.26470 1.56050 2.20214
H 5.34339 3.90917 0.91495
H 6.17357 4.43340 2.41092
H 4.43296 4.97622 2.11970
H 5.64813 -1.00290 2.97503
H 4.77785 -0.81149 1.57189
C -4.75605 -2.41121 3.61709
C -5.56292 -3.71763 3.61723
C -5.63621 -4.43813 2.27363
O -4.26171 -4.68122 1.98874
C -4.09613 -5.30674 0.75052
N -5.05582 -4.56975 4.66383
H -5.11721 -1.86932 4.45568
H -5.03466 -1.89270 2.69296
H -3.66894 -2.48261 3.50742
H -6.58493 -3.45895 3.88040
H -6.13719 -3.86193 1.52312
H -6.16660 -5.41770 2.31219
H -4.49782 -6.36006 0.76454
H -3.01327 -5.39505 0.58180
H -4.47171 -4.68528 -0.10760
H -4.05523 -4.79563 4.51770
H -5.46962 -5.47759 4.56536
C -2.07232 -0.59198 0.99697
C -1.16497 0.26611 0.07782
C 0.33603 0.19278 0.57304
O 1.09996 0.87581 -0.37855
C 2.42328 1.09994 0.07990
N -1.29466 -0.28341 -1.25775
H -2.40077 -0.10195 1.92603
H -1.56395 -1.56273 1.24658
H -2.98380 -0.85855 0.45486
H -1.37691 1.36754 0.12783
H 0.68001 -0.88056 0.72577
H 0.35510 0.62647 1.57437
H 2.95352 1.77089 -0.58754
H 2.96700 0.14919 0.07895
H 2.35054 1.52912 1.10748
H -0.52211 -0.05946 -1.93943
H -1.29900 -1.28231 -1.22483
C 4.44933 -0.62210 -4.56210
C 3.86653 -1.22428 -3.35844
C 2.46346 -0.73275 -3.03100
O 3.79659 -2.62572 -3.47107
H 3.88060 -0.92793 -5.48011
H 5.46829 -1.00503 -4.66522
H 4.53503 0.47590 -4.56493
H 4.52674 -1.01390 -2.55027
H 1.70976 -0.82081 -3.85662
H 2.46045 0.31461 -2.84428
H 2.11592 -1.26365 -2.17521
H 3.32159 -2.74363 -4.34282
C -6.83712 0.35745 -0.04002
C -6.97306 1.51515 -0.93956
C -8.21037 1.33965 -1.78588
O -7.23026 2.66798 -0.09531
H -7.11575 -0.57560 -0.61390
H -7.55442 0.56141 0.73714
H -5.76598 0.32485 0.30637
H -6.04734 1.61766 -1.56514
H -8.43812 2.19549 -2.40686
H -9.10148 1.10033 -1.06637
H -8.09256 0.53729 -2.56417
H -7.15817 3.47859 -0.59927
C -0.83359 1.68428 5.76055
C -0.44136 0.49152 4.92030
C 1.00731 0.08265 5.17500
O -1.32035 -0.69759 4.96131
H -0.42385 1.61705 6.74830
H -1.92777 1.67867 5.94278
H -0.55972 2.70112 5.31384
H -0.44766 0.86002 3.90212
H 1.15737 -0.29510 6.18081
H 1.69821 0.95951 5.04607
H 1.27330 -0.68658 4.42156
H -1.40599 -0.96782 5.89342
C -0.37869 5.86632 2.56858
C 0.06097 4.51243 3.14061
C 1.01623 3.80496 2.22687
O 0.78654 4.60980 4.42640
H 0.47616 6.45735 2.34064
H -0.93820 6.52166 3.28435
H -0.93473 5.82351 1.61753
H -0.81688 3.91646 3.28129
H 1.38085 2.87793 2.68262
H 1.83789 4.42736 1.89264
H 0.59470 3.56492 1.26095
H 0.45647 5.36078 4.87437
C 3.24710 -3.12948 -0.06803
C 4.59344 -3.65266 0.23843
C 5.01456 -4.82664 -0.56618
O 5.49576 -2.50072 0.01847
H 3.15690 -2.82924 -1.08590
H 2.94450 -2.32704 0.63040
H 2.53744 -3.88677 0.15842
H 4.72599 -3.88844 1.28252
H 4.78798 -4.57040 -1.61747
H 4.57668 -5.78210 -0.20397
H 6.10942 -4.93257 -0.51116
H 6.38943 -2.81337 0.10386
C -3.50401 4.40736 -4.63688
C -3.59048 3.13064 -3.82576
C -3.48207 3.29950 -2.32992
O -4.81795 2.49332 -4.11262
H -4.38769 5.05796 -4.44745
H -3.41950 4.28785 -5.73117
H -2.57377 4.94857 -4.30934
H -2.74342 2.44656 -4.11782
H -2.54562 3.79936 -2.11786
H -3.46350 2.33686 -1.86376
H -4.30768 3.89915 -1.91277
H -4.70234 1.52533 -3.88668
C 0.66630 -4.62051 -3.03478
C -0.55475 -3.89712 -2.57998
C -1.81114 -4.81092 -2.56966
O -0.33906 -3.44003 -1.25790
H 0.64377 -5.04988 -4.01700
H 0.98752 -5.42896 -2.36786
H 1.53857 -3.96770 -2.95580
H -0.67834 -2.95128 -3.13680
H -2.07554 -5.23032 -3.51906
H -2.67176 -4.26518 -2.27960
H -1.63613 -5.54426 -1.80337
H 0.15053 -4.05380 -0.67255
C -3.71301 2.84917 1.41861
C -4.50138 2.94364 2.74845
C -4.23800 1.65739 3.54804
O -4.04288 4.14956 3.38581
H -3.99997 1.97831 0.79788
H -2.64859 2.74522 1.57642
H -3.91500 3.70291 0.83224
H -5.59054 3.06079 2.52227
H -3.20427 1.35915 3.52285
H -4.77073 0.79905 3.07703
H -4.54388 1.79465 4.59332
H -4.57011 4.29238 4.15411
C 2.21642 3.22229 -3.89709
C 1.21688 3.61696 -2.89243
C 1.75369 4.35205 -1.67315
O 0.21704 4.44190 -3.51037
H 3.10809 2.80629 -3.42279
H 2.52199 4.11225 -4.45846
H 1.82531 2.50120 -4.59660
H 0.67849 2.78452 -2.39621
H 2.43484 5.14925 -2.03013
H 2.19966 3.62355 -0.96657
H 0.91636 4.87027 -1.22605
H -0.12047 3.99553 -4.30354
C -4.83871 -2.18998 -2.50653
C -3.96505 -1.30903 -3.40056
C -4.60615 -1.20579 -4.73975
O -3.85595 -0.03384 -2.75187
H -4.50595 -2.33419 -1.47690
H -4.83980 -3.22990 -2.94509
H -5.81563 -1.74581 -2.42835
H -2.98294 -1.66131 -3.55759
H -4.21144 -0.33105 -5.30380
H -5.65392 -1.03225 -4.56261
H -4.43068 -2.15471 -5.26081
H -2.92876 0.15038 -2.39751
```

Values from the calculation:
- multiplicity = 1
- HOMO-LUMO gap (eV) = 9.42
- DFT total energy (Eh) = -3388.2004
- highest occupied orbital energy (hartree) = -0.3256
- ΔE to the lowest compared entry with this formula, charge and spin (kcal per mole) = 12.1
- total charge = 0

***

# 2
ORCA calculation (wB97M-V/def2-TZVPD) on C6H8BrF in the gas phase at a distorted geometry.

Geometry as XYZ:
```
16
C6H8BrF (wB97M-V/def2-TZVPD)
C -0.33597 0.14700 -0.66937
C 0.20409 0.53886 0.33651
C -1.92358 -1.67523 -1.18794
C 2.26147 0.99535 1.39330
C -0.89620 -0.69934 -1.70728
C 0.79300 1.40276 1.34789
F 0.53119 2.71696 1.01136
Br -0.27380 1.05042 2.98863
H -2.73346 -1.26131 -0.55002
H -1.31287 -2.46817 -0.63010
H -2.61457 -2.07034 -2.05389
H 2.71236 1.56585 2.10226
H 2.86225 1.11643 0.48190
H 2.29709 0.04613 1.67703
H -0.15338 -1.35547 -2.25958
H -1.41762 -0.04989 -2.28070
```

Values from the calculation:
- multiplicity = 1
- HOMO-LUMO gap (eV) = 10.48
- DFT total energy (Eh) = -2907.1930
- highest occupied orbital energy (hartree) = -0.3576
- ΔE to the lowest compared entry with this formula, charge and spin (kcal per mole) = 0.0
- total charge = 0
- structure (SMILES) = CCC#C[C@@](C)(F)Br

***

# 3
ORCA calculation (wB97M-V/def2-TZVPD) on a molecular structure, C29H32CrN5SSe2.

Geometry as XYZ:
```
70
C29H32CrN5SSe2 (wB97M-V/def2-TZVPD)
Cr 0.01140 0.38125 0.37716
Se -0.25981 1.51399 -1.91376
Se -2.08702 2.01375 0.27573
C -0.61754 3.04052 0.90344
C -0.66343 4.34974 1.35596
C 0.52505 4.95660 1.72144
C 1.71967 4.25231 1.61607
C 1.68518 2.95113 1.16202
N 0.53361 2.35904 0.82297
C -1.78434 1.09459 -2.99808
C -1.86093 1.70912 -4.24456
C -2.96703 1.44980 -5.03431
C -3.95493 0.60410 -4.55254
C -3.78762 0.05163 -3.29449
N -2.72172 0.28510 -2.52624
H -1.60916 4.86954 1.40750
H 0.52480 5.97835 2.07749
H 2.66405 4.70540 1.87956
H 2.58144 2.35412 1.05689
H -1.07429 2.37328 -4.57555
H -3.05968 1.90764 -6.01028
H -4.83770 0.37967 -5.13397
H -4.53805 -0.60955 -2.87611
S 1.87285 -0.45555 4.38224
C 0.21294 -0.10949 4.75965
C -0.40611 -0.09451 6.00449
C -1.75344 0.20254 6.05278
C -2.46883 0.48032 4.88308
C -1.85258 0.46767 3.64819
C -0.49240 0.16919 3.58574
N 0.29160 0.09291 2.43816
C 1.53590 -0.21413 2.71307
C 2.50630 -0.32563 1.63212
C 3.86115 -0.56681 1.85501
C 4.72829 -0.57338 0.77751
C 4.23670 -0.33384 -0.50199
C 2.88094 -0.10553 -0.71397
C 1.98054 -0.10841 0.34688
H 0.15053 -0.31015 6.90627
H -2.26120 0.22093 7.00721
H -3.52317 0.71245 4.94729
H -2.40194 0.69970 2.74543
H 4.23857 -0.73400 2.85769
H 5.78357 -0.75408 0.93059
H 4.92079 -0.32483 -1.34159
H 2.51780 0.06311 -1.71986
C -2.17979 -1.61518 0.05609
N -0.70567 -1.72364 0.16940
C -0.42841 -2.48152 1.41683
C -0.20363 -2.63175 -0.90967
C -0.24829 -2.18479 -2.36312
N 0.97121 -1.58039 -2.87650
C 2.09245 -2.50948 -2.85840
C 0.74822 -1.15008 -4.24991
H -2.62722 -2.61542 0.06151
H -2.45019 -1.08922 -0.85609
H -2.56418 -1.06072 0.91186
H -0.79018 -3.50748 1.30412
H -0.94590 -2.03112 2.25834
H 0.64288 -2.50403 1.60823
H -0.81864 -3.53524 -0.83036
H 0.80892 -2.92102 -0.63494
H -1.07965 -1.49615 -2.52119
H -0.48334 -3.09228 -2.94936
H 1.85764 -3.44893 -3.38444
H 2.40703 -2.74259 -1.84301
H 2.94417 -2.04833 -3.35852
H 0.55634 -2.00186 -4.92235
H 1.62477 -0.61633 -4.61788
H -0.10929 -0.48204 -4.30297
```

Values from the calculation:
- multiplicity = 5
- HOMO-LUMO gap (spin up / spin down) (eV) = 7.25 / 6.48
- DFT total energy (Eh) = -7643.4191
- highest occupied orbital energy (spin up / spin down) (hartree) = -0.3695 / -0.3951
- ΔE to the lowest compared entry with this formula, charge and spin (kcal per mole) = 0.0
- total charge = +1

***

> What is the DFT total energy in the third record?

-7643.4191 Eh

***

> The highest multiplicity belongs to which entry?

C29H32CrN5SSe2

***

> Which of these has the highest DFT total energy?

C6H8BrF

***

> DFT total energy of number 3 (C29H32CrN5SSe2)?

-7643.4191 Eh